Record 1
Computed, not measured: C29H35N7P2Sr as an isolated structure in a non-equilibrium geometry, with the ωB97M-V functional and the def2-TZVPD basis.

Total energy = -2222.5528 Eh
Total charge = 0
Maximum force = 0.0852 hartree/bohr

Each line ends with the Löwdin charge.
Cartesian coordinates (Å):
Sr 0.404 -2.935 2.553  1.317
C -1.025 2.967 4.664  -0.105
C -1.536 2.169 3.720  -0.079
C -0.938 1.636 2.428  -0.227
C 0.202 0.629 2.547  -0.213
C 1.580 1.292 2.700  -0.098
C 1.786 2.495 3.249  -0.111
C 0.939 3.728 3.223  -0.199
C 0.162 3.855 4.552  -0.195
C 2.307 -2.873 4.265  -0.387
H -1.432 2.902 5.667  0.105
H -2.362 1.543 4.042  0.096
H -0.653 2.448 1.743  0.091
H -1.769 1.069 1.988  0.084
H 0.047 -0.056 3.451  0.073
H 0.202 0.047 1.598  0.068
H 2.447 0.644 2.522  0.085
H 2.704 2.609 3.855  0.116
H 0.320 3.818 2.318  0.104
H 1.630 4.581 3.238  0.111
H 0.832 3.721 5.428  0.128
H -0.229 4.874 4.556  0.110
H 1.444 -2.725 4.974  -0.099
H 2.814 -1.873 4.243  -0.070
H 3.009 -3.566 4.796  -0.063
P 1.330 -1.373 -1.664  1.091
P -2.029 -0.838 -1.576  1.084
N 2.600 -0.201 -1.868  -0.296
N 2.098 -2.559 -2.849  -0.240
N -2.138 0.947 -1.876  -0.244
N -3.563 -1.265 -2.361  -0.286
C 0.325 -0.565 -3.041  -0.412
C -1.119 -1.070 -3.156  -0.418
C 3.501 0.230 -0.879  -0.133
C 4.495 1.009 -1.477  -0.083
C 4.196 1.071 -2.884  -0.076
C 3.023 0.368 -3.076  -0.166
C 2.400 -3.875 -2.494  -0.166
C 2.796 -4.583 -3.635  -0.096
C 2.763 -3.659 -4.734  -0.085
C 2.342 -2.439 -4.225  -0.161
C -1.927 1.862 -0.843  -0.145
C -1.822 3.150 -1.371  -0.081
C -2.036 3.043 -2.781  -0.076
C -2.142 1.685 -3.065  -0.190
C -4.323 -0.544 -3.290  -0.138
C -5.453 -1.274 -3.631  -0.086
C -5.358 -2.539 -2.950  -0.098
C -4.166 -2.530 -2.234  -0.161
H 0.756 -0.789 -4.044  0.056
H 0.370 0.536 -2.911  0.089
H -1.554 -0.525 -4.012  0.075
H -1.123 -2.147 -3.409  0.093
H 3.324 -0.015 0.163  0.086
H 5.341 1.505 -0.991  0.098
H 4.754 1.569 -3.685  0.104
H 2.413 0.329 -3.972  0.089
H 2.299 -4.186 -1.466  0.081
H 3.069 -5.635 -3.696  0.092
H 3.012 -3.833 -5.783  0.100
H 2.191 -1.526 -4.782  0.083
H -1.900 1.508 0.175  0.053
H -1.597 4.062 -0.811  0.099
H -2.131 3.850 -3.514  0.104
H -2.235 1.239 -4.049  0.097
H -4.015 0.423 -3.648  0.078
H -6.252 -0.922 -4.279  0.096
H -6.099 -3.335 -2.984  0.093
H -3.674 -3.304 -1.662  0.090
N -0.893 -1.676 4.324  -0.095
C -1.203 -1.355 5.433  -0.351
N -1.700 -1.067 6.600  0.057
C -1.119 -0.967 7.774  -0.413
N -0.711 -0.791 8.866  0.073

=====

Record 2
Computed, not measured: C4H4O2 as an isolated structure in a non-equilibrium geometry, with the ωB97M-V functional and the def2-TZVPD basis.

Total energy = -305.2242 Eh
Total charge = 0
Maximum force = 0.0956 hartree/bohr

Each line ends with the Löwdin charge.
Cartesian coordinates (Å):
C -1.081 0.436 0.286  -0.003
C 0.113 -0.183 0.079  -0.456
C -1.862 -0.551 -0.224  -0.216
C 1.462 0.354 0.123  0.008
O -2.648 -1.273 -0.672  0.226
O -0.154 -1.369 -0.316  0.030
H -1.556 1.405 0.628  0.140
H 2.103 -0.469 0.052  0.068
H 1.792 0.986 0.916  0.087
H 1.832 0.664 -0.872  0.117

=====

Record 3
Computed, not measured: a 2-piece molecular cluster, C8H16N3 overall in a non-equilibrium geometry, with the ωB97M-V functional and the def2-TZVPD basis.

Total energy = -478.3236 Eh
Total charge = +1
Maximum force = 0.0798 hartree/bohr

Each line ends with the Löwdin charge.
Cartesian coordinates (Å):
C -2.551 1.188 -2.068  0.026
C -2.330 -0.126 -1.597  0.034
C -1.299 1.341 -0.333  -0.034
C 2.303 -0.296 0.362  -0.061
C 1.152 -1.208 2.312  0.041
C 1.860 -2.766 0.450  -0.049
C -1.887 3.425 -1.240  0.007
C 1.577 -1.400 1.076  -0.512
N -1.914 2.048 -1.214  -0.156
N -1.604 0.022 -0.451  -0.128
N -1.141 -0.971 0.311  0.134
H -3.212 1.524 -2.783  0.114
H -2.752 -1.033 -2.110  0.162
H -0.967 1.764 0.594  0.167
H 1.835 -0.181 -0.543  0.045
H 2.241 0.585 1.076  0.105
H 3.339 -0.705 0.315  0.107
H -0.187 -0.856 0.791  0.086
H 1.211 -0.234 2.641  0.056
H 0.878 -2.045 2.812  0.054
H 2.792 -2.601 -0.199  0.099
H 2.020 -3.505 1.359  0.125
H 0.908 -3.033 -0.131  0.088
H -1.484 3.667 -0.174  0.148
H -1.211 3.729 -2.093  0.140
H -2.858 3.772 -1.422  0.092
H -1.454 -1.810 -0.128  0.108

=====

Please write out number 1 again, unchanged.
Computed, not measured: C29H35N7P2Sr as an isolated structure in a non-equilibrium geometry, with the ωB97M-V functional and the def2-TZVPD basis.

Total energy = -2222.5528 Eh
Total charge = 0
Maximum force = 0.0852 hartree/bohr

Each line ends with the Löwdin charge.
Cartesian coordinates (Å):
Sr 0.404 -2.935 2.553  1.317
C -1.025 2.967 4.664  -0.105
C -1.536 2.169 3.720  -0.079
C -0.938 1.636 2.428  -0.227
C 0.202 0.629 2.547  -0.213
C 1.580 1.292 2.700  -0.098
C 1.786 2.495 3.249  -0.111
C 0.939 3.728 3.223  -0.199
C 0.162 3.855 4.552  -0.195
C 2.307 -2.873 4.265  -0.387
H -1.432 2.902 5.667  0.105
H -2.362 1.543 4.042  0.096
H -0.653 2.448 1.743  0.091
H -1.769 1.069 1.988  0.084
H 0.047 -0.056 3.451  0.073
H 0.202 0.047 1.598  0.068
H 2.447 0.644 2.522  0.085
H 2.704 2.609 3.855  0.116
H 0.320 3.818 2.318  0.104
H 1.630 4.581 3.238  0.111
H 0.832 3.721 5.428  0.128
H -0.229 4.874 4.556  0.110
H 1.444 -2.725 4.974  -0.099
H 2.814 -1.873 4.243  -0.070
H 3.009 -3.566 4.796  -0.063
P 1.330 -1.373 -1.664  1.091
P -2.029 -0.838 -1.576  1.084
N 2.600 -0.201 -1.868  -0.296
N 2.098 -2.559 -2.849  -0.240
N -2.138 0.947 -1.876  -0.244
N -3.563 -1.265 -2.361  -0.286
C 0.325 -0.565 -3.041  -0.412
C -1.119 -1.070 -3.156  -0.418
C 3.501 0.230 -0.879  -0.133
C 4.495 1.009 -1.477  -0.083
C 4.196 1.071 -2.884  -0.076
C 3.023 0.368 -3.076  -0.166
C 2.400 -3.875 -2.494  -0.166
C 2.796 -4.583 -3.635  -0.096
C 2.763 -3.659 -4.734  -0.085
C 2.342 -2.439 -4.225  -0.161
C -1.927 1.862 -0.843  -0.145
C -1.822 3.150 -1.371  -0.081
C -2.036 3.043 -2.781  -0.076
C -2.142 1.685 -3.065  -0.190
C -4.323 -0.544 -3.290  -0.138
C -5.453 -1.274 -3.631  -0.086
C -5.358 -2.539 -2.950  -0.098
C -4.166 -2.530 -2.234  -0.161
H 0.756 -0.789 -4.044  0.056
H 0.370 0.536 -2.911  0.089
H -1.554 -0.525 -4.012  0.075
H -1.123 -2.147 -3.409  0.093
H 3.324 -0.015 0.163  0.086
H 5.341 1.505 -0.991  0.098
H 4.754 1.569 -3.685  0.104
H 2.413 0.329 -3.972  0.089
H 2.299 -4.186 -1.466  0.081
H 3.069 -5.635 -3.696  0.092
H 3.012 -3.833 -5.783  0.100
H 2.191 -1.526 -4.782  0.083
H -1.900 1.508 0.175  0.053
H -1.597 4.062 -0.811  0.099
H -2.131 3.850 -3.514  0.104
H -2.235 1.239 -4.049  0.097
H -4.015 0.423 -3.648  0.078
H -6.252 -0.922 -4.279  0.096
H -6.099 -3.335 -2.984  0.093
H -3.674 -3.304 -1.662  0.090
N -0.893 -1.676 4.324  -0.095
C -1.203 -1.355 5.433  -0.351
N -1.700 -1.067 6.600  0.057
C -1.119 -0.967 7.774  -0.413
N -0.711 -0.791 8.866  0.073

=====

> What is the total charge in the first record?

0